1.
{"formula": "C14H19Cl3F6MoO2", "method": "ωB97M-V/def2-TZVPD", "symbols": ["C", "C", "C", "C", "C", "C", "C", "C", "C", "C", "Mo", "Cl", "Cl", "Cl", "H", "H", "H", "H", "H", "H", "H", "H", "H", "H", "H", "H", "H", "H", "H", "O", "H", "C", "C", "O", "C", "F", "F", "F", "C", "F", "F", "F", "H", "H", "H"], "positions_angstrom": [[-0.665, 0.845, -2.381], [-0.836, -0.572, -2.611], [0.454, -1.206, -2.534], [-2.098, -1.260, -2.957], [1.436, -0.167, -2.300], [0.736, 1.094, -2.203], [1.358, 2.440, -2.080], [-1.746, 1.867, -2.406], [0.709, -2.654, -2.756], [2.888, -0.355, -2.051], [0.007, -0.287, -0.519], [-2.356, -3.633, -0.799], [-2.171, -0.242, 0.242], [1.384, -2.000, 0.306], [-2.973, -0.632, -2.768], [-2.176, -2.129, -2.260], [-2.105, -1.666, -3.979], [-0.106, -3.224, -2.304], [1.640, -2.949, -2.278], [0.769, -2.912, -3.821], [3.052, -1.280, -1.494], [3.277, 0.479, -1.460], [3.469, -0.410, -2.982], [2.248, 2.400, -1.448], [0.646, 3.141, -1.641], [1.662, 2.838, -3.058], [-2.687, 1.446, -2.050], [-1.908, 2.242, -3.421], [-1.485, 2.712, -1.769], [0.717, 1.133, 0.602], [0.308, 0.721, 1.506], [0.937, 1.109, 4.228], [-0.208, 0.189, 3.804], [-0.154, -0.240, 2.563], [-0.085, -1.090, 4.740], [-0.134, -0.781, 6.084], [-1.001, -2.042, 4.487], [1.143, -1.629, 4.513], [-1.593, 0.985, 4.019], [-1.643, 1.556, 5.274], [-1.656, 1.990, 3.110], [-2.704, 0.218, 3.901], [1.872, 0.604, 3.972], [0.906, 1.310, 5.313], [0.872, 2.043, 3.664]], "mulliken_charge": [1.245, 0.294, 0.604, -0.803, 1.403, 0.428, -1.766, -1.916, -1.325, -1.575, 0.373, -0.619, -0.047, -0.163, 0.257, -0.201, 0.265, 0.327, 0.297, 0.324, 0.310, 0.381, 0.321, 0.332, 0.352, 0.340, 0.376, 0.316, 0.444, -0.670, 0.880, -1.917, 1.062, -0.908, 0.615, -0.275, -0.228, -0.259, 0.636, -0.299, -0.251, -0.251, 0.414, 0.437, 0.441], "spin_multiplicity": 1, "gap_ev": [4.43, 4.43], "total_charge": 0, "e_homo_ev": [-8.1, -8.1], "de_lowest_kj_mol": 0.0}



2.
{"formula": "C14H19Cl3N2O2", "method": "ωB97M-V/def2-TZVPD", "symbols": ["C", "C", "C", "C", "C", "C", "C", "C", "O", "C", "O", "C", "N", "C", "Cl", "C", "Cl", "C", "N", "C", "Cl", "H", "H", "H", "H", "H", "H", "H", "H", "H", "H", "H", "H", "H", "H", "H", "H", "H", "H", "H"], "positions_angstrom": [[2.113, 2.960, 2.086], [1.855, 3.915, 0.928], [0.508, 3.638, 0.265], [0.273, 4.543, -0.942], [-1.112, 4.380, -1.571], [-1.502, 2.967, -2.012], [-0.778, 2.427, -3.251], [0.605, 1.833, -2.972], [0.582, 0.959, -1.846], [0.106, -0.262, -2.016], [-0.204, -0.752, -3.072], [-0.002, -0.957, -0.690], [-0.174, -0.152, 0.356], [-0.311, -0.673, 1.553], [-0.545, 0.429, 2.840], [-0.279, -2.042, 1.797], [-0.462, -2.676, 3.391], [-0.094, -2.925, 0.720], [-0.045, -4.255, 0.891], [0.040, -2.336, -0.558], [0.276, -3.375, -1.912], [3.078, 3.161, 2.546], [2.104, 1.931, 1.733], [1.342, 3.066, 2.846], [2.651, 3.805, 0.187], [1.883, 4.946, 1.291], [0.482, 2.592, -0.039], [-0.291, 3.796, 0.994], [1.049, 4.367, -1.688], [0.372, 5.586, -0.625], [-1.854, 4.706, -0.837], [-1.188, 5.052, -2.430], [-2.570, 2.988, -2.246], [-1.368, 2.271, -1.184], [-1.392, 1.636, -3.687], [-0.665, 3.214, -3.998], [1.334, 2.599, -2.711], [0.950, 1.279, -3.853], [-0.166, -4.641, 1.811], [0.071, -4.843, 0.084]], "mulliken_charge": [-1.071, -0.666, 0.386, -0.698, -0.957, -0.398, -0.696, -0.730, -0.255, 0.247, -0.608, 0.153, -0.194, 0.093, -0.166, 0.105, -0.218, 0.613, -0.417, 0.290, -0.236, 0.401, 0.191, 0.242, 0.325, 0.363, -0.278, 0.293, 0.230, 0.487, 0.406, 0.331, 0.368, 0.087, 0.395, 0.417, 0.373, 0.481, 0.147, 0.165], "spin_multiplicity": 1, "gap_ev": 9.37, "total_charge": 0, "smiles": "CCCCCCCCOC(=O)c1nc(Cl)c(Cl)c(N)c1Cl", "e_homo_ev": -9.2, "de_lowest_kj_mol": 10.9}



3.
{"formula": "C14H19Cl4NO2S2Ti", "method": "ωB97M-V/def2-TZVPD", "symbols": ["Ti", "S", "S", "C", "C", "C", "N", "C", "C", "H", "H", "H", "H", "H", "H", "H", "H", "C", "H", "H", "H", "H", "H", "H", "H", "C", "C", "H", "H", "H", "H", "Cl", "C", "C", "Cl", "C", "Cl", "C", "O", "C", "O", "C", "Cl"], "positions_angstrom": [[0.808, -0.001, -0.135], [-0.424, -2.496, -0.737], [-0.500, 2.444, -0.818], [1.172, -3.331, -0.353], [-0.232, -2.468, -2.568], [0.581, -1.227, -2.991], [0.094, -0.029, -2.314], [0.628, 1.145, -2.994], [-0.171, 2.407, -2.623], [-1.270, -2.448, -2.994], [0.249, -3.414, -2.870], [0.477, -1.129, -4.104], [1.657, -1.374, -2.758], [0.570, 1.024, -4.102], [1.696, 1.269, -2.719], [-1.177, 2.414, -3.118], [0.351, 3.334, -2.894], [0.982, 3.422, -0.327], [-0.945, -0.014, -2.497], [1.910, 2.962, -0.733], [1.006, 3.413, 0.772], [0.865, 4.444, -0.705], [1.244, -3.355, 0.740], [2.033, -2.764, -0.779], [1.146, -4.345, -0.764], [-2.787, -0.032, 0.563], [-3.130, -0.074, -0.707], [-2.520, 0.997, 1.182], [-2.477, -0.952, 1.245], [-2.995, 0.919, -1.390], [-2.964, -1.102, -1.302], [0.289, -1.537, 6.488], [0.336, -0.691, 5.002], [0.291, 0.774, 4.982], [0.190, 1.637, 6.460], [0.323, 1.473, 3.780], [0.200, 3.166, 3.644], [0.432, 0.737, 2.574], [0.353, 1.266, 1.381], [0.475, -0.695, 2.599], [0.432, -1.247, 1.398], [0.411, -1.409, 3.793], [0.395, -3.112, 3.695]], "mulliken_charge": [0.221, -0.078, -0.063, -0.773, -0.772, -0.734, 0.082, -0.670, -0.799, 0.339, 0.477, 0.451, 0.345, 0.450, 0.327, 0.339, 0.479, -0.742, 0.013, 0.234, 0.132, 0.382, 0.183, 0.232, 0.387, -0.383, -0.155, 0.073, 0.109, 0.202, 0.208, -0.210, 0.311, 0.342, -0.211, 0.101, -0.227, -0.159, -0.019, -0.213, -0.114, 0.124, -0.222], "spin_multiplicity": 3, "gap_ev": [6.41, 6.53], "total_charge": 0, "e_homo_ev": [-6.5, -6.9]}



4.
{"formula": "C14H19ClO3", "method": "ωB97M-V/def2-TZVPD", "symbols": ["O", "C", "C", "C", "C", "O", "C", "C", "C", "O", "Cl", "C", "H", "H", "H", "H", "H", "C", "C", "C", "C", "C", "C", "H", "H", "H", "H", "H", "H", "H", "H", "H", "H", "H", "H", "H", "H"], "positions_angstrom": [[4.503, -1.117, 4.485], [3.519, -0.454, 4.249], [3.598, 0.924, 3.687], [2.628, 1.352, 2.881], [1.521, 0.413, 2.558], [1.006, 0.349, 1.465], [1.157, -0.542, 3.653], [-0.258, -1.038, 3.755], [-1.267, 0.025, 3.437], [-1.080, 1.190, 3.439], [-2.893, -0.626, 3.140], [2.137, -0.970, 4.452], [4.464, 1.524, 3.934], [2.626, 2.326, 2.411], [-0.456, -1.334, 4.790], [-0.436, -1.928, 3.151], [1.956, -1.689, 5.241], [0.361, 1.415, -1.659], [-0.919, 0.592, -1.551], [-0.836, -0.759, -2.259], [-0.599, -0.682, -3.768], [-1.643, 0.122, -4.542], [-3.053, -0.452, -4.438], [0.599, 1.667, -2.694], [0.264, 2.351, -1.107], [1.205, 0.868, -1.236], [-1.762, 1.170, -1.942], [-1.133, 0.415, -0.495], [-1.754, -1.320, -2.061], [-0.025, -1.342, -1.810], [-0.571, -1.702, -4.168], [0.390, -0.258, -3.962], [-1.348, 0.151, -5.594], [-1.646, 1.160, -4.199], [-3.082, -1.480, -4.807], [-3.757, 0.135, -5.030], [-3.413, -0.455, -3.408]], "mulliken_charge": [-0.531, 0.065, -0.272, -0.694, 0.458, -0.417, 0.691, -0.888, 0.615, -0.433, -0.207, -0.424, 0.405, 0.427, 0.393, 0.354, 0.450, -1.229, -0.167, -0.691, -0.744, -0.349, -1.192, 0.410, 0.356, 0.222, 0.291, 0.183, 0.353, 0.323, 0.381, 0.305, 0.371, 0.234, 0.293, 0.378, 0.280], "spin_multiplicity": 1, "gap_ev": 9.05, "total_charge": 0, "smiles": "O=C1C=CC(=O)C(CC(=O)Cl)=C1.CCCCCC", "e_homo_ev": -10.3}



5.
{"formula": "C14H19MnNO8S", "method": "ωB97M-V/def2-TZVPD", "symbols": ["Mn", "O", "C", "O", "C", "O", "C", "C", "O", "O", "H", "H", "H", "H", "H", "N", "C", "C", "C", "O", "O", "H", "H", "H", "H", "H", "H", "C", "S", "O", "C", "C", "C", "C", "C", "C", "H", "H", "H", "H", "H", "H", "H", "H"], "positions_angstrom": [[0.704, -0.242, 0.730], [2.994, 0.512, 4.279], [2.014, 0.439, 3.401], [1.803, -0.521, 2.698], [1.095, 1.638, 3.382], [0.626, 1.886, 2.080], [1.553, 2.699, 1.332], [2.720, 1.833, 0.856], [3.868, 2.129, 1.151], [2.304, 0.815, 0.190], [3.546, -0.280, 4.195], [0.229, 1.382, 3.991], [1.591, 2.505, 3.813], [0.999, 3.061, 0.470], [1.899, 3.533, 1.940], [-0.904, -1.176, 2.323], [-1.620, -2.447, 2.024], [-0.680, -3.329, 1.221], [-0.424, -2.546, -0.053], [-1.377, -2.382, -0.805], [0.759, -2.023, -0.186], [-0.293, -1.325, 3.113], [-1.557, -0.440, 2.555], [-2.489, -2.219, 1.413], [-1.958, -2.947, 2.932], [-1.124, -4.298, 0.996], [0.256, -3.465, 1.766], [-2.547, 2.016, -1.624], [-2.062, 0.341, -1.180], [-1.076, 0.615, -0.052], [-1.103, 0.036, -2.663], [-1.737, -0.538, -3.754], [-1.007, -0.763, -4.913], [0.343, -0.435, -4.958], [0.967, 0.117, -3.848], [0.242, 0.359, -2.688], [-1.657, 2.578, -1.900], [-3.037, 2.453, -0.751], [-3.251, 1.957, -2.460], [-2.783, -0.824, -3.688], [-1.487, -1.216, -5.773], [0.914, -0.618, -5.862], [2.025, 0.354, -3.874], [0.725, 0.779, -1.820]], "mulliken_charge": [1.302, -0.497, 0.759, -0.596, -0.542, -0.313, -0.422, 0.627, -0.692, -0.763, 0.401, 0.344, 0.319, 0.232, 0.390, -0.375, -0.773, -0.505, 0.707, -0.610, -0.870, 0.264, 0.161, 0.336, 0.395, 0.363, 0.247, -1.094, 0.161, -0.185, 0.713, -0.532, -0.531, -0.430, -0.684, -0.332, 0.324, 0.383, 0.398, 0.403, 0.382, 0.385, 0.448, 0.302], "spin_multiplicity": 2, "gap_ev": [8.42, 8.06], "total_charge": 0, "e_homo_ev": [-8.3, -7.9], "de_lowest_kj_mol": 104.5}



6.
{"formula": "C14H19N3", "method": "ωB97M-V/def2-TZVPD", "symbols": ["C", "C", "C", "C", "N", "C", "C", "N", "C", "C", "C", "C", "C", "C", "N", "C", "C", "H", "H", "H", "H", "H", "H", "H", "H", "H", "H", "H", "H", "H", "H", "H", "H", "H", "H", "H"], "positions_angstrom": [[-0.811, 1.647, 4.995], [-1.793, 2.203, 4.173], [-1.689, 2.166, 2.796], [-0.566, 1.552, 2.269], [-0.133, 1.338, 0.986], [1.055, 0.664, 1.074], [1.850, 0.247, -0.121], [1.036, -0.447, -1.105], [1.692, -1.628, -1.633], [0.843, -2.396, -2.650], [-0.652, -2.404, -2.326], [-1.388, -1.207, -2.924], [-1.082, 0.107, -2.211], [0.419, 0.405, -2.107], [1.420, 0.444, 2.302], [0.436, 0.984, 3.092], [0.310, 1.034, 4.476], [-0.939, 1.702, 6.066], [-2.654, 2.673, 4.626], [-2.449, 2.596, 2.160], [-0.616, 1.585, 0.140], [2.349, 1.135, -0.549], [2.632, -0.417, 0.251], [2.663, -1.381, -2.102], [1.890, -2.279, -0.777], [1.219, -3.421, -2.674], [0.986, -1.983, -3.651], [-1.095, -3.315, -2.735], [-0.789, -2.418, -1.244], [-1.124, -1.118, -3.981], [-2.465, -1.385, -2.870], [-1.576, 0.924, -2.743], [-1.494, 0.055, -1.201], [0.891, 0.279, -3.090], [0.553, 1.455, -1.824], [1.068, 0.604, 5.110]], "mulliken_charge": [-0.422, -0.494, -0.850, 0.593, 0.082, 0.656, -1.204, 0.578, -0.980, -0.738, -0.638, -0.831, -0.689, -1.153, -0.784, 0.493, -0.665, 0.370, 0.374, 0.389, 0.144, 0.357, 0.375, 0.315, 0.526, 0.386, 0.346, 0.330, 0.336, 0.347, 0.363, 0.342, 0.338, 0.509, 0.476, 0.421], "spin_multiplicity": 1, "gap_ev": 9.15, "total_charge": 0, "smiles": "c1ccc2[nH]c(CN3CCCCCC3)nc2c1", "e_homo_ev": -8.3, "de_lowest_kj_mol": 0.0}



7.
{"formula": "C14H19N3O2", "method": "ωB97M-V/def2-TZVPD", "symbols": ["C", "C", "C", "C", "O", "C", "C", "N", "C", "N", "C", "C", "C", "C", "C", "O", "N", "C", "C", "H", "H", "H", "H", "H", "H", "H", "H", "H", "H", "H", "H", "H", "H", "H", "H", "H", "H", "H"], "positions_angstrom": [[-5.280, -1.255, -0.958], [-3.994, -0.487, -0.669], [-4.280, 0.763, 0.163], [-3.033, 1.580, 0.435], [-3.062, 2.788, 0.542], [-1.800, 0.801, 0.577], [-0.583, 1.420, 0.877], [0.543, 0.759, 1.016], [0.478, -0.573, 0.857], [1.595, -1.294, 1.025], [2.898, -0.735, 1.265], [3.759, -0.677, -0.015], [3.204, 0.333, -1.041], [4.400, 1.241, -1.337], [5.228, 1.086, -0.063], [5.078, -0.271, 0.306], [-0.629, -1.266, 0.553], [-1.755, -0.594, 0.417], [-2.991, -1.364, 0.080], [-5.754, -1.568, -0.030], [-5.980, -0.632, -1.508], [-5.069, -2.141, -1.552], [-3.546, -0.178, -1.621], [-4.692, 0.469, 1.134], [-5.015, 1.405, -0.325], [-0.536, 2.493, 1.005], [1.515, -2.280, 0.832], [3.423, -1.343, 2.008], [2.758, 0.273, 1.658], [3.834, -1.689, -0.435], [2.830, -0.162, -1.935], [2.391, 0.902, -0.592], [4.112, 2.273, -1.524], [4.965, 0.867, -2.191], [6.293, 1.272, -0.200], [4.846, 1.744, 0.731], [-3.439, -1.715, 1.015], [-2.714, -2.245, -0.499]], "mulliken_charge": [-1.672, 0.558, -0.834, 0.369, -0.638, 0.748, -0.974, -0.438, 0.523, -0.111, -0.994, 0.260, -0.371, -0.543, -0.472, -0.463, -0.689, 0.480, -0.737, 0.340, 0.406, 0.422, 0.253, 0.318, 0.357, 0.504, 0.257, 0.302, 0.356, 0.300, 0.355, 0.056, 0.343, 0.248, 0.340, 0.261, 0.242, 0.336], "spin_multiplicity": 1, "gap_ev": 9.16, "total_charge": 0, "smiles": "C[C@H]1CC(=O)c2cnc(NC[C@H]3CCCO3)nc2C1", "e_homo_ev": -8.6, "de_lowest_kj_mol": 39.2}



8.
{"formula": "C14H19N3O3S2", "method": "ωB97M-V/def2-TZVPD", "symbols": ["C", "C", "N", "C", "C", "S", "O", "O", "C", "C", "C", "C", "C", "O", "N", "C", "N", "C", "C", "S", "C", "C", "H", "H", "H", "H", "H", "H", "H", "H", "H", "H", "H", "H", "H", "H", "H", "H", "H", "H", "H"], "positions_angstrom": [[-2.210, -1.305, -1.933], [-3.422, -0.469, -1.529], [-3.545, -0.390, -0.089], [-4.536, -1.211, 0.575], [-5.964, -0.708, 0.379], [-3.255, 1.116, 0.563], [-3.625, 1.079, 1.946], [-3.778, 2.165, -0.267], [-1.464, 1.151, 0.447], [-0.836, 1.959, -0.481], [0.544, 1.935, -0.573], [1.288, 1.094, 0.253], [2.770, 1.126, 0.098], [3.364, 2.088, -0.336], [3.422, -0.021, 0.461], [4.786, -0.165, 0.382], [5.358, -1.242, 0.708], [6.783, -1.215, 0.556], [7.258, 0.172, 0.066], [5.754, 1.188, -0.191], [0.640, 0.301, 1.200], [-0.740, 0.333, 1.294], [-2.301, -2.315, -1.539], [-2.141, -1.358, -3.016], [-1.296, -0.864, -1.543], [-4.329, -0.902, -1.960], [-3.323, 0.550, -1.909], [-4.426, -2.235, 0.209], [-4.289, -1.185, 1.637], [-6.240, -0.711, -0.673], [-6.660, -1.341, 0.923], [-6.038, 0.309, 0.755], [-1.436, 2.601, -1.106], [1.069, 2.560, -1.279], [2.916, -0.838, 0.771], [7.060, -2.001, -0.153], [7.231, -1.467, 1.522], [7.882, 0.676, 0.801], [7.794, 0.115, -0.878], [1.202, -0.315, 1.886], [-1.270, -0.257, 2.023]], "mulliken_charge": [-1.019, -0.678, 0.310, -0.651, -1.024, 1.228, -0.712, -0.682, -0.078, -0.291, -0.834, 0.765, 0.607, -0.692, -0.124, 0.385, -0.698, -0.462, -0.424, -0.060, -0.719, -0.798, 0.275, 0.414, 0.156, 0.383, 0.405, 0.384, 0.379, 0.282, 0.399, 0.305, 0.520, 0.466, 0.234, 0.276, 0.271, 0.317, 0.323, 0.409, 0.453], "spin_multiplicity": 1, "gap_ev": 8.33, "total_charge": 0, "smiles": "CCN(CC)S(=O)(=O)c1ccc(C(=O)NC2=NCCS2)cc1", "e_homo_ev": -8.5, "de_lowest_kj_mol": 140.2}



The electronic energy results, record by record, are as follows: -2743.28646 -2185.48137 -4236.64144 -1230.74313 -2750.73548 -709.15551 -859.66214 -1731.24783 Eh.